1.
DFT (wB97M-V/def2-TZVPD) results for a molecular structure, C16H22IN3OOs in a non-equilibrium geometry.

Output
E_tot = -34018.103 eV
Frontier orbital gap (spin up / spin down) = 5.3 / 5.3 eV
Strongest force on any atom = 0.0687 hartree/bohr
Molar mass = 589.5 g mol⁻¹
Net charge = +2
Multiplicity = 1

Structure (XYZ):
```
44
Properties=species:S:1:pos:R:3:mulliken_charge:R:1
Os 0.116 0.153 -0.455 1.419
N -0.544 1.498 1.675 -0.601
C -0.081 0.787 2.883 -0.799
C 1.067 -0.182 2.568 -0.603
N 0.813 -1.059 1.407 -0.457
C -0.103 -2.196 1.651 -0.629
C -1.581 -1.827 1.494 -0.570
N -1.795 -1.188 0.185 -0.589
H -1.550 1.642 1.716 0.275
H -0.121 2.424 1.632 0.282
H 0.284 1.487 3.642 0.448
H -0.913 0.242 3.324 0.340
H 1.971 0.390 2.345 0.397
H 1.259 -0.786 3.462 0.425
H 1.718 -1.474 1.167 0.318
H 0.134 -2.974 0.918 0.366
H 0.062 -2.608 2.653 0.408
H -2.170 -2.745 1.600 0.440
H -1.903 -1.144 2.278 0.218
H -1.845 -1.910 -0.534 0.263
H -2.705 -0.728 0.172 0.257
I 0.875 -1.982 -2.396 0.147
C 2.700 -0.877 -2.636 0.367
C 3.600 -1.366 -3.555 -0.544
C 4.812 -0.703 -3.759 -0.736
C 5.097 0.424 -3.027 -0.830
C 4.199 0.913 -2.059 0.945
C 4.552 2.027 -1.274 -0.721
C 3.704 2.498 -0.300 -1.233
C 2.467 1.887 -0.109 0.112
C 2.037 0.799 -0.873 -0.347
C 2.936 0.270 -1.845 0.630
H 3.378 -2.259 -4.121 0.394
H 5.514 -1.085 -4.483 0.431
H 6.025 0.960 -3.176 0.437
H 5.514 2.490 -1.438 0.441
H 3.985 3.338 0.314 0.468
H 1.827 2.301 0.658 0.212
C -0.405 2.955 -2.098 -0.962
C -0.758 1.585 -1.654 0.584
O -1.743 0.952 -1.907 -0.351
H -1.141 3.301 -2.829 0.379
H 0.592 3.000 -2.534 0.278
H -0.415 3.628 -1.240 0.291
```

***

2.
DFT (wB97M-V/def2-TZVPD) results for 2 unconnected molecules or ions with the total composition C4H4 in a non-equilibrium geometry.

Output
E_tot = -4203.537 eV
Frontier orbital gap (spin up / spin down) = 8.3 / 8.7 eV
ΔE to the lowest compared entry with this formula, charge and spin = 6.622 eV
Strongest force on any atom = 0.0530 hartree/bohr
Molar mass = 52.1 g mol⁻¹
Net charge = 0
Multiplicity = 1

Structure (XYZ):
```
8
Properties=species:S:1:pos:R:3:mulliken_charge:R:1
C -1.009 -0.148 -1.438 -0.196
C -0.255 -1.266 -1.560 -0.032
C 0.034 -0.363 -0.517 -0.352
C 0.699 1.381 1.725 -0.436
H -1.878 0.409 -1.825 0.304
H -0.083 -2.192 -2.156 0.289
H 1.703 1.661 1.680 0.208
H 0.523 0.822 2.592 0.214
```

***

3.
DFT (wB97M-V/def2-TZVPD) results for 13 unconnected molecules or ions with the total composition H26O13.

Output
E_tot = -27038.363 eV
Frontier orbital gap = 10.7 eV
ΔE to the lowest compared entry with this formula, charge and spin = 3.584 eV
Strongest force on any atom = 0.0121 hartree/bohr
Molar mass = 234.2 g mol⁻¹
Net charge = 0
Multiplicity = 1

Structure (XYZ):
```
39
Properties=species:S:1:pos:R:3:mulliken_charge:R:1
H -0.811 -0.158 -0.548 0.253
H 0.273 0.379 0.372 0.244
H -1.325 -0.627 -3.945 0.326
H -2.124 -1.409 -2.915 0.294
H 0.561 -0.729 3.686 0.313
H 1.092 -1.740 4.690 0.322
H -4.672 -0.499 0.592 0.307
H -6.061 -0.138 0.090 0.302
H 2.060 2.377 -2.263 0.267
H 0.966 2.839 -1.315 0.283
H -2.649 3.909 -0.488 0.273
H -2.491 2.951 0.682 0.268
H 0.581 3.111 1.576 0.279
H 1.051 4.506 1.197 0.272
H 5.201 0.938 0.314 0.313
H 4.112 1.816 -0.281 0.304
H -1.780 -3.958 0.649 0.299
H -2.643 -3.286 -0.407 0.308
H 1.176 -3.210 -1.277 0.243
H 1.567 -2.991 0.175 0.265
H -2.898 0.918 1.894 0.273
H -3.543 -0.358 2.408 0.314
H 4.055 -2.039 0.195 0.329
H 3.710 -1.970 1.674 0.298
H 2.028 -0.125 -2.391 0.299
H 1.627 -0.440 -3.823 0.274
O 0.033 -0.396 -0.149 -0.509
O -2.207 -0.975 -3.771 -0.628
O 1.205 -0.829 4.396 -0.637
O -5.133 0.109 0.003 -0.602
O 1.879 2.531 -1.329 -0.533
O -1.992 3.561 0.126 -0.534
O 0.349 3.868 1.026 -0.561
O 4.878 1.284 -0.525 -0.637
O -2.612 -3.484 0.536 -0.608
O 1.504 -2.536 -0.672 -0.508
O -2.981 -0.022 1.700 -0.579
O 4.349 -2.349 1.060 -0.631
O 1.665 -0.828 -2.942 -0.557
```

***

4.
DFT (wB97M-V/def2-TZVPD) results for a molecular structure, C5H14AlClOY in a non-equilibrium geometry.

Output
E_tot = -27624.322 eV
Frontier orbital gap = 5.5 eV
ΔE to the lowest compared entry with this formula, charge and spin = 0.008 eV
Strongest force on any atom = 0.0575 hartree/bohr
Molar mass = 241.5 g mol⁻¹
Net charge = -1
Multiplicity = 1

Structure (XYZ):
```
23
Properties=species:S:1:pos:R:3:mulliken_charge:R:1
Al 1.328 -0.262 -2.637 0.362
Cl 3.219 -1.000 -3.376 -0.422
C 1.120 1.480 -3.596 -0.960
C -0.306 -1.457 -2.745 -1.103
H 0.925 1.305 -4.655 0.247
H 0.319 2.116 -3.196 0.293
H 2.054 2.054 -3.508 0.208
H -0.742 -1.227 -3.735 0.237
H -1.172 -1.275 -2.049 0.273
H -0.076 -2.533 -2.795 0.319
Y -0.398 -1.243 0.228 1.144
C -2.294 0.081 0.042 -1.188
C 1.419 -0.027 -0.468 -1.083
H -2.364 0.817 -0.779 0.289
H -3.194 -0.560 0.116 0.282
H -2.178 0.587 1.019 0.211
H 1.377 1.054 -0.224 0.213
H 2.405 -0.332 -0.081 0.299
C -0.285 0.123 3.292 -0.626
O -0.108 -0.746 2.191 -0.670
H -1.216 0.688 3.191 0.229
H 0.536 0.839 3.322 0.239
H -0.302 -0.446 4.223 0.205
```

***

5.
DFT (wB97M-V/def2-TZVPD) results for C10H16N4O4 in the gas phase in a non-equilibrium geometry.

Output
E_tot = -24779.421 eV
SMILES string = C[C@@H](O)[C@H](N)C(=O)N[C@@H](Cc1c[nH]cn1)C(=O)O
Frontier orbital gap = 8.8 eV
ΔE to the lowest compared entry with this formula, charge and spin = 2.231 eV
Strongest force on any atom = 0.1122 hartree/bohr
Molar mass = 256.3 g mol⁻¹
Net charge = 0
Multiplicity = 1

Structure (XYZ):
```
34
Properties=species:S:1:pos:R:3:mulliken_charge:R:1
C -1.102 -0.753 -0.224 0.581
C -0.047 -1.571 0.641 0.023
C -2.446 -1.452 -0.396 0.204
C -3.342 -1.364 0.821 -1.453
C 2.081 -0.441 -0.250 0.367
C 3.453 -1.084 -0.396 0.196
C 2.299 1.048 0.018 -0.613
C 1.129 1.992 0.039 0.759
C 0.808 2.627 1.191 -0.990
C -0.547 3.120 -0.395 -0.374
H -0.100 0.509 -1.581 0.278
H -1.176 -0.693 -2.283 0.164
H -1.352 0.122 0.325 0.007
H -2.227 -2.525 -0.613 0.306
H -3.901 -1.151 -1.623 0.343
H -3.802 -0.394 0.898 0.371
H -2.837 -1.526 1.780 0.319
H -3.997 -2.247 0.702 0.408
H 1.729 -1.459 1.516 0.270
H 1.588 -0.508 -1.307 0.305
H 2.981 1.310 -0.798 0.307
H 2.736 1.202 1.047 0.240
H 1.276 2.657 2.139 0.450
H -1.447 3.599 -0.890 0.390
H -1.057 3.796 1.453 0.238
H 4.391 -2.649 0.007 0.386
N -0.558 -0.397 -1.545 -0.536
N 1.274 -1.283 0.636 -0.074
N 0.187 2.234 -0.993 -0.558
N -0.348 3.353 0.870 -0.045
O -0.455 -2.378 1.467 -0.699
O -3.035 -0.796 -1.439 -0.565
O 4.390 -0.550 -0.893 -0.567
O 3.453 -2.348 0.074 -0.440
```

***

6.
DFT (wB97M-V/def2-TZVPD) results for a gas-phase ion, C4H10NSi (charge +1) in a non-equilibrium geometry.

Output
E_tot = -13667.523 eV
SMILES string = CC[SiH2]C#C[NH3+]
Frontier orbital gap = 9.6 eV
ΔE to the lowest compared entry with this formula, charge and spin = 3.557 eV
Strongest force on any atom = 0.0780 hartree/bohr
Molar mass = 100.2 g mol⁻¹
Net charge = +1
Multiplicity = 1

Structure (XYZ):
```
16
Properties=species:S:1:pos:R:3:mulliken_charge:R:1
C 0.384 1.052 0.286 -0.661
C 1.201 1.851 0.005 0.494
C -0.650 -2.252 -0.481 -1.030
C -1.721 -1.291 0.242 -0.625
N 2.210 2.497 -0.783 -0.281
Si -0.864 -0.021 1.284 0.261
H 0.183 -2.443 0.196 0.328
H -0.462 -1.961 -1.548 0.278
H -1.188 -3.180 -0.494 0.352
H -2.198 -0.879 -0.569 0.388
H 2.492 3.467 -0.378 0.415
H 1.877 2.846 -1.671 0.375
H 3.019 1.885 -0.672 0.400
H -2.508 -1.870 0.757 0.420
H -1.894 0.988 1.582 -0.080
H 0.120 -0.688 2.246 -0.034
```

***

7.
DFT (wB97M-V/def2-TZVPD) results for a molecular structure, C44H42As2N3NaP2S2.

Output
E_tot = -217124.683 eV
Frontier orbital gap = 5.4 eV
Strongest force on any atom = 0.0140 hartree/bohr
Molar mass = 911.8 g mol⁻¹
Net charge = -2
Multiplicity = 1

Structure (XYZ):
```
96
Properties=species:S:1:pos:R:3:mulliken_charge:R:1
Na -0.007 -0.189 1.002 0.694
C -2.532 1.156 -1.258 -1.440
P -2.655 0.546 0.498 0.871
C -4.064 -0.626 0.312 0.249
C -4.246 -1.368 -0.858 -0.299
C -5.261 -2.317 -0.944 -0.380
C -6.103 -2.545 0.135 -0.572
C -5.918 -1.824 1.309 -0.571
C -4.905 -0.881 1.397 -0.666
C -3.509 1.984 1.297 0.117
C -2.864 2.573 2.386 -0.140
C -3.402 3.700 3.004 -0.628
C -4.589 4.246 2.542 -0.388
C -5.250 3.658 1.466 -0.656
C -4.714 2.535 0.854 -0.238
C -1.622 0.185 -1.976 -0.305
C -1.483 -0.170 -3.314 -1.367
C -0.523 -1.225 -3.333 -1.415
C -0.156 -1.429 -2.006 0.092
C 0.788 -2.420 -1.375 -0.567
P 0.051 -2.981 0.258 0.848
C -0.651 -4.597 -0.294 -0.150
C -1.877 -4.528 -0.965 -0.220
C -2.486 -5.672 -1.463 -0.618
C -1.890 -6.914 -1.279 -0.470
C -0.684 -6.997 -0.596 -0.648
C -0.067 -5.848 -0.111 -0.481
C 1.546 -3.481 1.205 0.501
C 1.515 -3.275 2.583 -0.904
C 2.629 -3.552 3.368 -0.445
C 3.790 -4.028 2.779 -0.480
C 3.840 -4.225 1.403 -0.710
C 2.724 -3.951 0.624 -0.074
N -0.820 -0.575 -1.188 1.657
H -2.127 2.170 -1.217 0.736
H -3.522 1.224 -1.715 0.620
H -3.577 -1.215 -1.700 0.099
H -5.384 -2.885 -1.860 0.416
H -6.891 -3.286 0.067 0.346
H -6.560 -2.004 2.164 0.384
H -4.759 -0.334 2.323 0.421
H -1.953 2.121 2.773 0.158
H -2.892 4.139 3.853 0.447
H -5.010 5.121 3.025 0.352
H -6.186 4.075 1.110 0.378
H -5.236 2.076 0.020 0.292
H -2.013 0.251 -4.159 0.466
H -0.162 -1.766 -4.198 0.439
H 1.751 -1.956 -1.138 -0.231
H 0.970 -3.268 -2.034 0.549
H -2.351 -3.560 -1.097 0.214
H -3.434 -5.594 -1.983 0.414
H -2.368 -7.811 -1.655 0.342
H -0.216 -7.963 -0.439 0.373
H 0.871 -5.930 0.425 0.316
H 0.640 -2.822 3.038 0.297
H 2.601 -3.337 4.428 0.403
H 4.671 -4.209 3.385 0.357
H 4.754 -4.573 0.937 0.390
H 2.777 -4.086 -0.451 0.374
S -0.295 0.005 3.845 -0.391
C 1.401 0.324 3.797 0.291
S 2.302 0.110 2.338 -0.118
C 2.072 0.758 4.964 0.321
C 1.399 0.895 6.222 -0.201
N 0.908 0.993 7.264 -0.706
C 3.470 1.079 4.980 -0.058
N 4.587 1.378 5.029 -0.720
C 4.725 -0.390 -0.087 -1.313
As 3.271 0.604 -0.943 1.090
C 4.223 1.004 -2.624 -1.406
C 3.540 2.361 -0.095 -0.338
C 4.823 2.808 0.206 -0.528
C 5.034 4.017 0.856 -0.860
C 3.942 4.791 1.212 -0.694
C 2.658 4.356 0.907 -0.531
C 2.435 3.147 0.252 0.530
As 0.596 2.492 -0.084 1.029
C -0.350 4.202 0.171 -1.517
C 0.654 2.620 -2.051 -1.259
H 5.705 0.016 -0.338 0.494
H 4.667 -1.423 -0.430 0.431
H 4.571 -0.371 0.993 0.320
H 5.201 1.437 -2.406 0.396
H 3.639 1.709 -3.214 0.320
H 4.348 0.086 -3.198 0.397
H 5.678 2.189 -0.038 0.188
H 6.040 4.333 1.108 0.347
H 4.082 5.724 1.746 0.364
H 1.826 4.967 1.218 0.272
H 0.091 4.987 -0.444 0.446
H -0.327 4.494 1.220 0.363
H -1.395 4.064 -0.104 0.376
H 1.360 3.392 -2.355 0.485
H -0.343 2.866 -2.416 0.567
H 0.926 1.654 -2.478 0.060
```

***

8.
DFT (wB97M-V/def2-TZVPD) results for 2 unconnected molecules or ions with the total composition C4H11N2O in a non-equilibrium geometry.

Output
E_tot = -9339.847 eV
Frontier orbital gap (spin up / spin down) = 7.9 / 6.2 eV
ΔE to the lowest compared entry with this formula, charge and spin = 3.179 eV
Strongest force on any atom = 0.1766 hartree/bohr
Molar mass = 103.1 g mol⁻¹
Net charge = +1
Multiplicity = 3

Structure (XYZ):
```
18
Properties=species:S:1:pos:R:3:mulliken_charge:R:1
C 3.218 0.514 -0.081 -1.083
C -2.151 -1.848 0.168 -1.322
C 1.737 0.454 -0.598 0.092
C -1.835 -0.483 0.421 0.101
N -1.703 1.731 -0.335 -0.042
N 0.739 0.211 0.180 -0.445
O -2.047 0.397 -0.500 -0.050
H 3.340 1.140 0.747 0.334
H 4.056 0.599 -0.728 0.340
H 3.351 -0.536 0.356 0.310
H -2.910 -2.275 0.778 0.349
H -1.365 -2.449 0.362 0.384
H -2.474 -2.155 -0.789 0.383
H 1.601 0.716 -1.695 0.311
H -1.612 -0.248 1.418 0.515
H -2.108 2.300 -1.071 0.324
H -0.926 1.826 0.288 0.347
H 1.088 0.106 1.078 0.150
```

***

What is the net charge in the second record?
0